# 1
{
  "formula": "C2H2S3",
  "method": "ωB97M-V/def2-TZVPD",
  "orbital_gap_ev": 7.43,
  "smiles": "S=CSC=S",
  "fmax_ha_per_bohr": 0.104,
  "multiplicity": 1,
  "lumo_energy_ev": -1.37,
  "e_above_lowest_kj_mol": 160.7,
  "elements": ["S", "C", "S", "C", "S", "H", "H"],
  "xyz": [[1.23, -2.96, -0.24], [0.47, -1.54, -0.39], [1.22, -0.16, -1.81], [0.65, 1.24, -0.96], [0.46, 2.66, -1.73], [-0.52, -1.45, -0.13], [0.54, 1.34, 0.14]],
  "mulliken_charge": [-0.118, -0.254, 0.035, -0.174, -0.211, 0.389, 0.333]
}

***

# 2
{
  "formula": "C4H13N2O",
  "method": "ωB97M-V/def2-TZVPD",
  "charge": 1,
  "orbital_gap_ev": 11.62,
  "fmax_ha_per_bohr": 0.032,
  "multiplicity": 1,
  "lumo_energy_ev": -3.08,
  "e_above_lowest_kj_mol": 86.1,
  "elements": ["C", "C", "C", "N", "C", "N", "H", "H", "H", "H", "H", "H", "H", "H", "H", "H", "H", "H", "H", "O"],
  "xyz": [[1.78, 2.15, 0.33], [1.75, 0.86, -0.45], [0.33, 0.42, -0.94], [-1.92, -0.98, 0.28], [-1.75, 0.31, 0.38], [-0.73, 0.96, -0.11], [1.36, 2.99, -0.23], [2.80, 2.48, 0.57], [1.31, 2.08, 1.31], [2.33, 0.92, -1.37], [2.16, 0.05, 0.14], [0.17, 0.57, -2.00], [0.30, -0.66, -0.83], [-2.81, -1.46, 0.30], [-1.13, -1.61, 0.11], [-2.56, 0.86, 0.86], [-0.66, 1.90, 0.25], [0.95, -3.26, -0.18], [0.08, -3.59, 1.08], [0.20, -2.97, 0.34]],
  "mulliken_charge": [-1.390, -0.247, -0.192, -0.223, 0.151, -0.093, 0.377, 0.376, 0.352, 0.302, 0.283, 0.330, -0.070, 0.260, 0.167, 0.381, 0.293, 0.309, 0.297, -0.662]
}

***

# 3
{
  "formula": "H3NP2",
  "method": "ωB97M-V/def2-TZVPD",
  "orbital_gap_ev": 8.66,
  "smiles": "N#[PH]P",
  "fmax_ha_per_bohr": 0.049,
  "multiplicity": 1,
  "lumo_energy_ev": -0.32,
  "e_above_lowest_kj_mol": 210.8,
  "elements": ["N", "P", "P", "H", "H", "H"],
  "xyz": [[-0.98, -1.64, -0.64], [0.28, -0.96, -0.23], [1.19, 0.94, -0.35], [1.08, -1.76, 0.55], [0.87, 0.99, 1.17], [2.43, -0.04, -0.54]],
  "mulliken_charge": [-0.466, 0.201, -0.086, 0.118, 0.121, 0.113]
}

***

# 4
{
  "formula": "C4H8N2O",
  "method": "ωB97M-V/def2-TZVPD",
  "orbital_gap_ev": [8.47, 8.71],
  "fmax_ha_per_bohr": 0.023,
  "multiplicity": 1,
  "lumo_energy_ev": [-0.95, -0.93],
  "e_above_lowest_kj_mol": 548.1,
  "elements": ["C", "C", "O", "C", "N", "C", "N", "H", "H", "H", "H", "H", "H", "H", "H"],
  "xyz": [[0.20, -0.88, 1.47], [-0.47, 0.07, 0.54], [1.10, 1.65, -0.08], [-0.88, -0.38, -0.84], [0.31, -0.85, -1.52], [-0.85, 1.32, 0.95], [-0.45, 2.45, 0.89], [0.77, -0.35, 2.23], [0.85, -1.54, 0.89], [-0.56, -1.50, 1.97], [1.96, 2.03, -0.35], [-1.41, 0.45, -1.34], [-1.58, -1.22, -0.74], [0.93, -0.04, -1.62], [0.07, -1.20, -2.45]],
  "mulliken_charge": [-1.188, 0.948, -0.620, -0.418, -0.563, -0.214, -0.296, 0.371, 0.339, 0.319, 0.183, 0.341, 0.346, 0.214, 0.239]
}